{
  "formula": "C13H13BrClF5NO17PS",
  "method": "ωB97M-V/def2-TZVPD",
  "symbols": ["O", "C", "O", "S", "O", "O", "F", "N", "Br", "P", "O", "Cl", "H", "C", "C", "O", "C", "O", "O", "F", "H", "H", "H", "C", "C", "O", "C", "O", "O", "F", "H", "H", "H", "C", "C", "O", "C", "O", "O", "F", "H", "H", "H", "C", "C", "O", "C", "O", "O", "F", "H", "H", "H"],
  "xyz": [[1.16507, -2.18363, 5.47145], [1.53097, -1.12494, 4.69722], [0.58620, -0.71305, 3.64757], [-0.39070, 0.60504, 4.15011], [-1.67722, 0.64188, 3.23669], [0.30800, 1.98943, 3.99543], [-0.87531, 0.49198, 5.81781], [2.89449, -0.53201, 4.97189], [3.08429, 0.09449, 6.72639], [3.36970, 0.70840, 3.78269], [4.26467, 1.92270, 4.71843], [4.80357, -0.02414, 2.38820], [3.56074, 2.57739, 5.03768], [-3.34512, 0.06255, 0.58523], [-4.47739, 0.93442, 0.16156], [-5.37328, 0.03596, -0.45246], [-5.16298, -1.15672, 0.17202], [-5.92841, -2.10460, 0.11282], [-3.99240, -1.15897, 0.87998], [-4.07386, 1.83298, -0.76441], [-2.61263, -0.09825, -0.21289], [-2.82580, 0.45318, 1.46449], [-4.98038, 1.44958, 0.98687], [-1.62952, 0.57035, -4.70158], [-0.96528, 1.51954, -3.76375], [-1.24746, 0.97887, -2.49295], [-1.36410, -0.36335, -2.69666], [-1.33373, -1.19600, -1.80579], [-1.51164, -0.66401, -4.02305], [-1.52889, 2.74603, -3.83944], [-2.68916, 0.79960, -4.85641], [-1.13313, 0.53160, -5.67498], [0.11884, 1.59828, -3.89792], [8.88649, 0.28631, 3.57104], [9.33487, -0.32670, 4.85356], [8.12798, -0.68842, 5.48558], [7.25602, -0.93758, 4.46859], [6.20137, -1.53565, 4.60238], [7.71118, -0.44199, 3.27750], [9.96534, 0.58386, 5.62884], [8.63940, 1.34838, 3.67272], [9.62701, 0.17312, 2.77466], [9.96626, -1.21315, 4.73076], [-5.58474, -1.14084, -5.82723], [-5.87054, -1.18073, -7.28956], [-5.02918, -0.18041, -7.81717], [-3.96114, -0.13356, -6.97233], [-2.90077, 0.40717, -7.23898], [-4.22024, -0.77369, -5.79141], [-7.15306, -0.83415, -7.53992], [-6.17765, -0.38584, -5.30014], [-5.74278, -2.10976, -5.34597], [-5.64398, -2.14094, -7.76514]],
  "atomic_forces_ev_per_a": [[2.1, 7.5, -5.6], [-0.4, -6.6, 6.0], [0.2, 1.7, 3.1], [-3.6, 6.6, -4.0], [5.3, -1.7, 4.5], [-1.6, -6.1, 1.7], [1.6, -0.6, -3.8], [-2.4, 0.1, -1.6], [-0.2, -0.7, 0.4], [0.4, 2.5, -0.6], [-2.2, -1.5, -1.0], [-0.7, 0.3, 1.5], [1.2, -1.3, -0.7], [1.3, 0.3, 0.5], [0.1, 0.5, -0.4], [0.0, -0.5, 0.6], [-1.4, -2.8, 0.1], [1.8, 2.2, 0.1], [-1.3, -0.2, -0.5], [-0.1, 0.4, -0.1], [-0.2, 0.1, 0.0], [-0.2, -0.3, -0.2], [0.0, 0.1, -0.2], [0.0, 0.1, -1.2], [-0.1, 0.8, 0.0], [0.3, -0.9, -0.2], [-0.1, -2.2, 1.6], [-0.2, 1.9, -1.9], [0.3, 0.0, 1.4], [0.1, 0.3, 0.0], [0.4, 0.2, 0.2], [-0.2, -0.2, 0.3], [-0.1, 0.2, 0.1], [0.5, 0.6, -1.0], [0.4, 0.3, 0.7], [-0.2, -0.3, -0.8], [-2.9, -1.4, 0.1], [2.6, 1.4, -0.2], [-0.3, -0.6, 0.9], [0.2, 0.0, 0.2], [0.1, -0.1, 0.2], [-0.3, -0.1, 0.0], [0.0, 0.1, 0.2], [-0.5, -0.6, 1.1], [-0.8, 0.1, -0.4], [0.8, -0.3, 0.6], [2.5, 1.3, -0.6], [-2.6, -1.2, 0.4], [0.5, 0.5, -1.0], [-0.1, -0.1, -0.2], [-0.1, -0.1, -0.3], [0.2, 0.2, 0.0], [-0.2, 0.1, -0.1]],
  "nbo_charge": [-0.471, 0.816, -0.597, 2.284, -0.782, -0.778, -0.424, -0.869, 0.306, 1.250, -0.967, -0.273, 0.508, -0.153, 0.444, -0.490, 0.960, -0.572, -0.469, -0.328, 0.224, 0.226, 0.151, -0.131, 0.442, -0.485, 0.964, -0.581, -0.472, -0.324, 0.209, 0.228, 0.152, -0.132, 0.441, -0.477, 0.963, -0.570, -0.475, -0.323, 0.207, 0.209, 0.156, -0.133, 0.440, -0.474, 0.966, -0.581, -0.480, -0.320, 0.210, 0.218, 0.158],
  "orbital_gap_ev": 6.876,
  "lumo_ev": -2.77,
  "spin_multiplicity": 1,
  "e_homo_ev": -9.64
}


{
  "formula": "C13H13BrF6N3OSbTeZr",
  "method": "ωB97M-V/def2-TZVPD",
  "symbols": ["Zr", "Br", "C", "C", "C", "C", "C", "N", "C", "O", "N", "C", "C", "C", "C", "N", "C", "C", "C", "H", "H", "H", "H", "H", "H", "H", "H", "H", "H", "H", "H", "H", "F", "Sb", "F", "F", "F", "F", "F", "Te"],
  "xyz": [[1.84357, 2.50205, -1.29613], [0.90213, 3.12194, -3.78825], [-3.89163, 0.94910, -0.25125], [-2.90321, -0.01566, 0.39721], [-1.65257, 0.39110, 0.79860], [-0.73939, -0.49819, 1.37482], [-1.07313, -1.81854, 1.54759], [-0.14440, -2.77698, 2.09321], [1.20114, -2.67084, 2.24514], [1.83851, -3.23826, 3.11418], [1.86680, -1.85460, 1.31567], [1.49632, -1.45004, 0.03792], [0.48026, -2.03423, -0.70881], [0.14720, -1.49453, -1.93770], [0.81988, -0.39378, -2.39699], [1.85139, 0.14188, -1.72027], [2.19016, -0.40920, -0.53887], [-2.33728, -2.23905, 1.18644], [-3.23860, -1.34341, 0.61927], [-3.47361, 1.95478, -0.33556], [-4.81727, 1.01404, 0.32695], [-4.17125, 0.61124, -1.25289], [-1.36042, 1.43319, 0.67097], [0.22666, -0.12888, 1.71296], [-0.51859, -3.54504, 2.61253], [2.79861, -1.64346, 1.62130], [-0.03128, -2.91744, -0.34158], [-0.65366, -1.92281, -2.52722], [0.53839, 0.07715, -3.32271], [3.06891, -0.01538, -0.06461], [-2.62012, -3.27776, 1.34332], [-4.22726, -1.69523, 0.33609], [0.03565, 1.94337, -1.06177], [2.62733, 4.11072, 1.05171], [1.53199, 4.37713, 2.46190], [1.85202, 2.25775, 0.95134], [0.99319, 4.22180, -0.05400], [3.64736, 2.09022, -0.63007], [2.80179, 4.24019, -1.56065], [3.09442, 1.94563, -4.02972]],
  "atomic_forces_ev_per_a": [[0.2, -1.1, -0.6], [-0.1, 0.0, -0.8], [0.2, -0.3, 0.2], [-0.7, 0.4, -0.4], [0.8, 0.3, 0.4], [-0.1, 1.2, 0.2], [0.6, -0.7, 0.7], [-0.8, 0.5, -0.5], [0.8, 0.0, 0.1], [-0.5, 0.3, -0.6], [-0.1, -0.1, -0.1], [0.3, -0.6, 0.3], [-0.2, -0.4, -0.3], [-0.2, -0.4, 0.1], [0.4, 0.3, 0.1], [-0.4, -0.1, 0.2], [0.2, 0.1, -0.6], [-0.6, -0.3, -0.3], [-0.1, -0.6, 0.0], [0.0, -0.1, 0.0], [0.1, 0.0, 0.0], [0.1, 0.0, 0.1], [-0.1, -0.3, 0.1], [-0.3, 0.0, -0.1], [-0.3, -0.2, 0.3], [0.3, 0.0, 0.0], [0.1, 0.2, -0.1], [0.1, 0.0, 0.0], [-0.1, 0.2, -0.2], [0.2, 0.3, 0.2], [0.0, 0.1, -0.1], [0.1, 0.0, 0.1], [-0.5, 0.2, 0.0], [0.9, 0.1, -0.4], [-1.1, 0.5, 2.0], [0.4, 0.2, 0.1], [0.1, 0.2, 0.0], [0.3, -0.2, 0.1], [0.0, 0.0, -0.1], [0.1, 0.2, -0.4]],
  "nbo_charge": [2.068, -0.063, -0.632, -0.019, -0.185, -0.273, 0.207, -0.657, 0.788, -0.592, -0.636, 0.152, -0.131, -0.226, 0.049, -0.551, 0.001, -0.268, -0.179, 0.219, 0.229, 0.221, 0.227, 0.221, 0.424, 0.422, 0.253, 0.246, 0.202, 0.235, 0.223, 0.221, -0.651, 2.222, -0.681, -0.660, -0.655, -0.680, -0.680, 0.589],
  "orbital_gap_ev": [5.671, 4.489],
  "de_lowest_kcal_mol": 28.09,
  "s2": 0.754,
  "lumo_ev": [-5.32, -6.50],
  "spin_multiplicity": 2,
  "total_charge": 1,
  "e_homo_ev": [-10.99, -10.99]
}


{
  "formula": "C13H13ClKNO7",
  "method": "ωB97M-V/def2-TZVPD",
  "symbols": ["K", "O", "C", "C", "N", "C", "C", "O", "O", "C", "C", "O", "O", "H", "H", "H", "H", "H", "H", "H", "H", "H", "Cl", "C", "C", "C", "C", "O", "C", "C", "O", "C", "H", "H", "H", "H"],
  "xyz": [[-0.54861, -0.67170, -0.60712], [2.76325, 0.23033, 0.37522], [3.20547, 0.40639, -0.95878], [3.22735, -0.90002, -1.72878], [1.88836, -1.32555, -2.12519], [1.57087, -0.97233, -3.50384], [0.07639, -1.09594, -3.88091], [-0.15614, -1.14696, -5.10566], [-0.73555, -1.11165, -2.91414], [1.64498, -2.73224, -1.82669], [1.41268, -3.02105, -0.32584], [1.47704, -4.21313, 0.01585], [1.11914, -2.01668, 0.39998], [2.12675, -0.52014, 0.40421], [2.56680, 1.11789, -1.49863], [4.21171, 0.83453, -0.92140], [3.88850, -0.81248, -2.60437], [3.66595, -1.65369, -1.07019], [1.83954, 0.07555, -3.66465], [2.14940, -1.56231, -4.22710], [0.73391, -3.04087, -2.34257], [2.45486, -3.38370, -2.18084], [-4.32954, 3.26208, 5.65899], [-3.49918, 2.41641, 4.34459], [-2.73673, 1.26536, 4.62979], [-2.09352, 0.59503, 3.62745], [-2.17192, 0.99938, 2.23518], [-1.60995, 0.32957, 1.34146], [-2.94018, 2.20720, 1.99830], [-3.08582, 2.83381, 0.68664], [-2.55282, 2.54574, -0.36380], [-3.58333, 2.86897, 3.05764], [-2.65880, 0.92547, 5.65677], [-1.49492, -0.28583, 3.83879], [-3.66882, 3.78687, 0.74117], [-4.15712, 3.76569, 2.83851]],
  "atomic_forces_ev_per_a": [[-0.6, 0.8, 0.2], [0.1, 0.2, -0.2], [-0.2, -0.1, 0.2], [-0.1, -0.1, 0.0], [0.1, -0.1, -0.1], [0.1, 0.0, 0.2], [-0.3, -0.1, 0.0], [0.0, 0.0, 0.3], [0.1, -0.2, -1.4], [0.0, 0.2, 0.0], [0.0, 0.1, 0.3], [0.0, 0.2, 0.0], [0.9, -1.0, 0.3], [0.1, -0.1, -0.1], [-0.1, 0.1, 0.0], [0.1, 0.0, 0.1], [0.0, 0.0, -0.1], [0.0, -0.1, 0.0], [0.0, 0.0, 0.0], [0.1, -0.1, -0.1], [0.0, 0.0, 0.0], [0.1, -0.1, 0.0], [0.1, -0.1, -0.1], [0.1, -0.1, 0.1], [0.0, 0.1, 0.0], [-0.1, 0.1, 0.0], [0.0, -0.1, -0.1], [-0.4, 0.4, 0.5], [-0.2, -0.1, -0.1], [0.7, 0.4, 0.3], [-0.2, -0.2, -0.1], [-0.1, 0.0, 0.0], [0.0, 0.0, 0.0], [-0.1, 0.1, 0.0], [-0.3, -0.1, 0.0], [0.0, 0.0, 0.0]],
  "nbo_charge": [0.954, -0.770, -0.054, -0.246, -0.464, -0.335, 0.767, -0.766, -0.835, -0.355, 0.765, -0.747, -0.847, 0.512, 0.148, 0.144, 0.160, 0.201, 0.192, 0.162, 0.231, 0.167, -0.098, -0.129, -0.218, -0.297, 0.433, -0.729, -0.263, 0.395, -0.561, -0.198, 0.203, 0.216, 0.061, 0.201],
  "orbital_gap_ev": 6.579,
  "lumo_ev": 4.20,
  "spin_multiplicity": 1,
  "total_charge": -2,
  "e_homo_ev": -2.38
}